1.
{
  "formula": "C2H7NS",
  "method": "ωB97M-V/def2-TZVPD",
  "species": ["S", "H", "H", "C", "C", "N", "H", "H", "H", "H", "H"],
  "xyz": [[1.789204, -1.497145, 1.163887], [2.793830, -1.524354, 0.228584], [1.758487, -0.164101, 1.414091], [-1.559422, 0.088065, -0.284218], [-0.912647, 2.048092, -1.334375], [-1.857651, 1.237358, -1.135599], [-2.077775, 0.262307, 0.659034], [-0.496278, -0.059821, -0.093781], [-1.967075, -0.789583, -0.770100], [-1.169418, 2.916382, -1.937518], [0.086413, 1.926343, -0.912172]],
  "forces_ev_per_angstrom": [[-0.1345, -0.6051, -0.0098], [-0.1189, 0.3275, 0.1757], [0.2822, 0.3017, -0.1575], [-0.0702, 0.4314, -0.2117], [-0.5281, 0.0263, -0.0369], [0.2118, -0.1362, 0.1718], [-0.0419, -0.2489, 0.0851], [0.0366, 0.0119, 0.0310], [-0.1101, -0.3108, 0.0869], [0.3668, 0.1598, -0.0635], [0.1064, 0.0424, -0.0712]],
  "total_charge": -1,
  "homo_energy_ev": [0.91, -5.27],
  "lumo_ev": [3.87, 3.89],
  "spin_multiplicity": 2
}


2.
{
  "formula": "C24H29N3O2",
  "method": "ωB97M-V/def2-TZVPD",
  "species": ["C", "H", "H", "H", "C", "N", "C", "C", "H", "H", "C", "N", "C", "C", "C", "N", "C", "O", "C", "C", "C", "C", "C", "C", "H", "H", "H", "H", "C", "C", "C", "C", "C", "C", "C", "H", "H", "H", "H", "H", "H", "H", "O", "H", "H", "H", "H", "H", "H", "C", "C", "H", "H", "H", "H", "H", "H", "H"],
  "xyz": [[5.557501, 2.166113, -3.097968], [5.855436, 2.092199, -4.103166], [5.947899, 2.804550, -2.498193], [4.440901, 2.396746, -3.265194], [5.598293, 0.828845, -2.669168], [5.352529, -0.229271, -3.374393], [4.021803, -0.150523, -3.682717], [2.856858, -0.329260, -2.618144], [2.970764, 0.662056, -2.140768], [3.043352, -0.965333, -1.781405], [1.582135, -0.588712, -2.980684], [0.574117, -0.517899, -2.069253], [-0.407283, 0.735402, -1.868128], [-1.062437, 0.691004, -0.522361], [-1.070549, -0.374035, 0.289273], [-1.661135, -0.079272, 1.565338], [-2.679110, 1.035917, 1.810596], [-3.189298, 0.974189, 2.888279], [-2.807817, 1.795341, 0.878327], [-3.499299, 3.006533, 1.150355], [-3.751303, 3.946828, 0.059059], [-2.822653, 3.954068, -0.953219], [-2.095094, 2.840930, -1.208094], [-1.831537, 1.916175, -0.272142], [-1.687242, 2.626060, -2.318861], [-3.204586, 4.711836, -1.717172], [-4.484307, 4.967507, 0.261460], [-4.133520, 2.821242, 2.073488], [-1.545718, -1.126961, 2.529528], [-0.568832, -1.143537, 3.416374], [-0.430636, -2.330357, 4.344764], [-1.437304, -3.248961, 4.299634], [-2.486425, -3.213122, 3.608881], [-2.662341, -2.113847, 2.504723], [-3.797387, -2.134212, 1.617790], [-4.390603, -1.472532, 2.025660], [-4.502692, -3.194443, 1.683358], [-3.343196, -1.983612, 0.818419], [-3.195903, -3.994216, 3.659715], [-1.122639, -4.030403, 5.218634], [0.403746, -2.055811, 5.103023], [0.428540, -0.363243, 3.396693], [-0.228616, -1.271948, 0.211724], [0.519634, -0.972297, -1.332594], [-0.201464, 1.354352, -2.527889], [1.073405, 0.391267, -3.740511], [1.301595, -1.293893, -3.522120], [3.588576, 0.625855, -4.347823], [3.680125, -1.410017, -4.244047], [6.074242, -1.634329, -3.048799], [5.544117, -2.334333, -1.695447], [6.187103, -3.193624, -1.546980], [4.359607, -2.715561, -1.618021], [5.692446, -1.448447, -0.812574], [6.942494, -1.325676, -2.966010], [5.755263, -2.250338, -3.642017], [6.780138, 0.630465, -2.398377], [5.332592, 0.810422, -1.522296]],
  "forces_ev_per_angstrom": [[-6.4927, -1.7661, -5.6129], [1.2463, 0.9812, -1.4755], [2.7822, 4.1296, 3.5759], [1.2388, 0.4113, 0.5096], [8.2534, 0.3183, 9.9332], [-0.8716, -5.2394, -3.2999], [-6.1818, -7.6540, -2.8141], [7.0846, 3.4152, 2.8970], [-0.9395, -0.0887, 0.3985], [1.0725, -0.9262, 0.4977], [-4.8172, 9.0027, -2.8684], [-5.7548, 10.5161, -4.5500], [2.2838, -12.6528, 10.3495], [0.2877, 5.9955, -9.0144], [2.2882, -1.3587, 5.4187], [-0.8446, 0.1500, -1.5611], [4.3115, -13.1356, 10.5337], [-1.2447, 0.3717, 1.6139], [1.3224, 14.2788, -12.8376], [-3.2608, -1.0817, -1.5595], [-0.3207, 2.3783, 4.9866], [-4.1392, 1.8718, -2.0482], [2.6561, 0.1103, -4.2984], [-3.0742, -4.3497, 2.6588], [-0.7588, 1.1028, 2.7911], [1.6518, -1.0945, 0.4622], [2.1960, -3.3185, -0.6499], [0.6633, 1.2696, -1.1140], [-5.3930, -1.1739, -2.3809], [5.6831, -1.6729, 3.7212], [1.5057, 6.4166, -1.8216], [7.9304, -2.6282, 8.5317], [-5.7734, 3.4485, -7.7947], [4.7847, -2.8062, 6.3546], [-2.7174, -7.0944, 5.5530], [-3.5207, 4.0794, 0.9494], [2.5082, 2.8107, -0.4170], [2.3873, 1.5776, -8.2521], [-0.9103, -0.5361, -0.0951], [-1.8009, 1.2818, -2.6630], [-1.6030, -1.7488, -1.1622], [-3.4103, -2.0721, -0.0600], [-1.1502, -1.1835, -0.0638], [-0.2343, -5.9395, 8.5741], [1.2147, 6.1538, -5.8801], [2.0736, -2.3927, 1.0680], [-0.8191, -7.0009, -5.3236], [1.1210, -0.2954, -0.0011], [1.2720, 3.5946, 0.4115], [-9.0232, 5.5975, 7.4196], [-1.5361, 3.1091, 1.7235], [0.0862, -0.0730, 0.4633], [3.3601, 1.2063, -0.7081], [-0.3929, -2.9017, -2.0583], [8.5948, 2.0060, 0.5022], [-2.4177, -6.0801, -7.6980], [-1.7393, 0.9028, -0.4328], [-0.7177, -0.2225, -1.3824]],
  "homo_energy_ev": -7.97,
  "lumo_ev": -0.99
}


Result set for ΔE to the lowest compared entry with this formula, charge and spin: 103.8 2204.3 kJ/mol, one per record in the order listed.